{
  "formula": "C25H51F6N9O9S2",
  "method": "ωB97M-V with the def2-TZVPD basis set",
  "mol_weight_g_mol": 799.86,
  "total_energy_ha": -3548.36840,
  "charge": 0,
  "symbols": ["C", "N", "C", "C", "C", "C", "O", "H", "H", "H", "H", "H", "H", "H", "H", "H", "H", "H", "H", "H", "H", "C", "F", "F", "F", "S", "O", "O", "N", "S", "O", "O", "C", "F", "F", "F", "C", "O", "N", "C", "C", "H", "H", "H", "H", "H", "H", "H", "C", "O", "N", "C", "C", "H", "H", "H", "H", "H", "H", "H", "C", "O", "N", "C", "C", "H", "H", "H", "H", "H", "H", "H", "C", "O", "N", "C", "C", "H", "H", "H", "H", "H", "H", "H", "C", "C", "N", "H", "H", "H", "C", "C", "N", "H", "H", "H", "C", "C", "N", "H", "H", "H"],
  "positions_angstrom": [[-1.905, 0.153, 0.417], [-0.571, -0.584, 0.237], [0.544, 0.216, 0.864], [-0.698, -1.989, 0.985], [-0.491, -0.886, -1.276], [0.906, -1.373, -1.770], [1.084, -2.729, -1.349], [-2.011, 1.158, 0.009], [-2.171, 0.293, 1.465], [-2.591, -0.440, -0.189], [0.747, 0.953, 0.086], [1.349, -0.518, 0.888], [0.370, 0.795, 1.771], [-1.523, -2.624, 0.663], [-0.982, -1.710, 2.000], [0.285, -2.456, 0.934], [-0.613, 0.118, -1.682], [-1.404, -1.393, -1.588], [1.796, -0.757, -1.645], [0.829, -1.646, -2.822], [0.439, -3.304, -1.769], [-2.989, -8.809, -3.335], [-3.909, -9.538, -3.992], [-3.252, -8.518, -2.072], [-1.825, -9.339, -3.478], [-2.856, -7.070, -4.260], [-3.490, -7.185, -5.587], [-3.572, -6.060, -3.446], [-1.062, -6.868, -4.253], [-0.686, -7.326, -5.636], [-1.052, -8.689, -5.898], [-0.943, -6.370, -6.736], [1.259, -7.427, -5.572], [1.699, -8.311, -6.526], [1.797, -6.199, -5.784], [1.621, -7.818, -4.388], [2.922, 6.537, -5.168], [2.637, 6.162, -4.019], [3.084, 7.827, -5.424], [3.502, 8.253, -6.776], [3.032, 8.916, -4.444], [3.276, 5.867, -5.967], [4.546, 8.568, -6.769], [3.004, 9.149, -7.147], [3.427, 7.483, -7.544], [3.317, 8.527, -3.467], [3.797, 9.606, -4.799], [2.043, 9.374, -4.433], [4.651, -7.238, 1.662], [5.565, -6.532, 2.133], [3.505, -7.507, 2.317], [2.275, -8.019, 1.660], [3.404, -7.116, 3.690], [4.584, -7.491, 0.593], [1.495, -7.257, 1.668], [1.843, -8.836, 2.238], [2.448, -8.333, 0.631], [2.669, -7.774, 4.154], [4.293, -7.310, 4.290], [3.017, -6.097, 3.710], [-4.638, 4.371, -4.429], [-4.848, 3.198, -4.266], [-5.411, 5.216, -5.024], [-4.989, 6.612, -4.993], [-6.696, 4.846, -5.695], [-3.806, 4.899, -3.938], [-5.583, 7.119, -4.233], [-5.267, 7.189, -5.876], [-3.948, 6.738, -4.697], [-6.714, 4.945, -6.780], [-6.785, 3.760, -5.670], [-7.610, 5.209, -5.225], [-4.182, 4.252, 7.801], [-4.402, 5.366, 8.135], [-2.987, 3.614, 7.894], [-1.984, 4.103, 8.842], [-2.958, 2.215, 7.368], [-4.930, 3.660, 7.252], [-2.283, 5.002, 9.381], [-1.010, 4.176, 8.357], [-1.947, 3.335, 9.614], [-2.575, 1.519, 8.114], [-3.852, 1.771, 6.930], [-2.213, 2.265, 6.573], [-1.634, 8.115, 4.254], [-2.576, 7.349, 3.512], [-3.360, 6.710, 2.946], [-1.058, 7.270, 4.630], [-2.004, 8.645, 5.132], [-1.069, 8.799, 3.621], [3.267, -2.070, 10.185], [2.387, -2.005, 8.992], [1.681, -2.005, 8.039], [2.989, -2.889, 10.849], [3.620, -1.128, 10.606], [4.162, -2.407, 9.663], [7.186, -2.370, -1.364], [7.081, -1.410, -0.253], [7.052, -0.654, 0.616], [6.843, -1.988, -2.326], [6.393, -3.078, -1.124], [8.191, -2.777, -1.472]],
  "atomic_forces_ev_per_a": [[-0.1152, -0.5054, -0.3969], [-2.5711, -1.3515, 1.2186], [0.4805, -0.5503, -2.3782], [0.0745, 1.8555, 0.5506], [2.1145, 2.7908, 0.2091], [-2.2819, -2.8428, -1.2282], [1.1943, -0.0348, 1.9389], [1.1021, 0.0267, -0.4026], [0.0670, -0.7425, -0.0037], [-0.4743, -0.0255, 0.7186], [0.4415, 0.1400, 0.1009], [0.3661, 0.6035, 0.5367], [-0.6141, -0.8489, 0.1489], [0.2469, 0.3076, -0.8274], [0.4256, -0.0499, 0.1575], [-0.3412, -0.0606, -0.0999], [-0.0165, 0.1657, -0.3345], [0.5225, -0.7413, 0.2545], [-0.3293, -0.0640, 0.6298], [-0.3127, 1.7946, -0.6512], [-0.0382, 0.0186, -0.3035], [-0.2096, 2.7286, -2.4846], [0.2814, 0.3171, 1.4063], [-0.5095, -0.9748, 0.1301], [0.7747, -1.3928, 0.8044], [-1.3452, 1.7142, -0.7714], [1.5528, -0.4686, 2.0814], [2.1489, -1.6294, -0.1969], [-4.2249, 1.2516, 3.1048], [1.9190, 0.1460, -6.0372], [0.1539, -0.7208, -0.3256], [0.7633, -1.1784, 1.7374], [-1.9309, 0.7490, -1.3669], [-0.2618, 1.2588, 1.1827], [0.0431, -0.8522, -0.2250], [0.9216, -0.7849, 1.1214], [0.5058, -0.4547, 3.1002], [-0.0496, -0.2970, -1.5755], [0.1789, 1.4820, -2.4256], [0.5377, 0.2243, 0.1695], [0.3212, -0.9235, -0.4173], [-0.5636, -0.0516, -0.0977], [0.3047, -0.1611, 0.1988], [-0.6225, -0.1673, 0.2725], [-0.2800, -0.1808, 0.3467], [-0.2397, 0.0601, -0.0365], [-0.2036, 0.3512, 0.3235], [0.0998, 0.1026, 0.1516], [0.4056, 2.4080, 0.1094], [-1.1810, -1.7419, -0.6735], [-0.0313, -1.1391, -0.7051], [0.5225, 0.3061, 0.5864], [-0.9857, -0.4855, 0.5294], [0.3678, -0.3727, 0.0675], [0.0957, 0.3102, -0.1572], [0.3099, -0.2527, -0.0568], [0.2033, 0.0491, 0.1579], [-0.3438, 0.1227, 0.0123], [0.2712, 0.6085, -0.5139], [0.3521, 0.1906, 0.6074], [1.0999, -1.2511, 1.9404], [0.0917, -1.4559, 0.0013], [-2.4502, 2.7158, -2.8346], [-1.3263, 0.6966, 0.5534], [0.7996, -1.4241, 0.1817], [0.4637, -0.2437, -0.1029], [0.0148, 0.1266, 0.3911], [0.4855, -0.4927, -0.4628], [-0.0669, -0.1873, -0.4230], [0.3209, 1.0792, 0.0390], [0.2369, -0.1173, 0.6774], [0.3614, 0.5432, 0.0770], [0.4332, -1.3697, -1.3419], [-0.4928, 2.2494, 1.1243], [-1.5102, -0.8436, -0.0489], [-0.2131, -1.3562, 0.0585], [1.8914, 0.8750, 0.2111], [-0.1103, -0.2046, 0.0414], [-0.1348, 0.1437, -0.7391], [-0.0013, 0.2635, 0.1486], [0.5064, -0.1129, 0.1932], [-0.0669, 0.0531, 0.1961], [-0.3639, 0.8115, 0.3341], [0.0794, -0.4996, -0.1785], [0.9301, -0.2873, 0.6637], [-2.6994, -0.5575, -1.3309], [1.0572, 0.6065, 0.5636], [1.0279, 0.5354, 0.2987], [-0.4437, -0.0744, -0.2817], [0.1269, -0.2513, 0.0937], [0.7984, -0.6230, -1.9090], [-2.8726, 0.4498, -2.3110], [2.6385, 0.0264, 3.4081], [-0.1965, 0.5322, 0.2131], [-0.9076, -0.0022, 0.2307], [0.5276, -0.3727, 0.3468], [-1.0165, 0.1725, 0.3298], [0.6158, 0.6075, -0.2920], [-0.1710, -0.4162, -0.3702], [0.2976, 0.5782, 0.1349], [0.5360, -0.7834, -0.0409], [-0.2899, -0.1759, 0.2431]]
}